[1]
Density functional theory data (ωB97M-V/def2-TZVPD) for a single C5H7N molecule.

Energy above the lowest of the compared OMol25 structures with the same formula, charge and spin: 134.82 kcal per mole
Spin multiplicity: 1
LUMO energy (alpha / beta): 0.30 / 0.27 eV
HOMO energy (alpha / beta): -7.54 / -7.57 eV

```
13
C5H7N, DFT ωB97M-V/def2-TZVPD
C 0.75 -1.45 -0.30
C 1.09 -0.20 -0.76
C 0.61 0.99 -0.19
C -0.75 1.19 0.31
N -1.76 0.19 0.02
C -0.84 -0.06 1.04
H 0.76 -1.72 0.75
H 0.73 -2.29 -1.00
H 1.75 -0.11 -1.62
H 1.25 1.88 -0.15
H -1.10 2.17 0.61
H -1.60 -0.38 -0.82
H -0.90 -0.20 2.11
```

=====

[2]
Density functional theory data (ωB97M-V/def2-TZVPD) for 2 unconnected molecules or ions with the total composition C5H7N.

SMILES: [H]/N=C\C=C.C#C
Energy above the lowest of the compared OMol25 structures with the same formula, charge and spin: 79.43 kcal per mole
Spin multiplicity: 1
LUMO energy: 0.60 eV
HOMO energy: -10.09 eV

```
13
C5H7N, DFT ωB97M-V/def2-TZVPD
C 0.05 -1.51 0.63
C 2.20 0.72 -1.62
C 1.22 1.39 -1.43
C -1.32 0.53 0.85
N -1.64 0.81 -0.35
C -0.76 -0.74 1.35
H 0.46 -2.44 1.03
H 0.37 -1.22 -0.37
H 3.07 0.13 -1.80
H 0.33 1.96 -1.24
H -1.46 1.32 1.59
H -1.50 -0.01 -0.95
H -1.01 -1.01 2.37
```

=====

[3]
Density functional theory data (ωB97M-V/def2-TZVPD) for a molecular structure, C5H7N.

Energy above the lowest of the compared OMol25 structures with the same formula, charge and spin: 128.00 kcal per mole
Spin multiplicity: 1
LUMO energy: 0.83 eV
HOMO energy: -8.15 eV

```
13
C5H7N, DFT ωB97M-V/def2-TZVPD
C 0.74 0.81 -0.64
C 0.26 -0.52 -1.21
C -0.68 -1.06 -0.45
C -1.32 -1.20 0.72
N 0.57 0.58 1.82
C 0.17 1.11 0.74
H 0.49 1.62 -1.33
H 1.83 0.80 -0.53
H 0.67 -0.89 -2.15
H -1.10 -2.22 -0.16
H -2.33 -0.77 0.75
H 1.36 -0.06 1.63
H -0.69 1.78 0.83
```